Below is 11 unconnected molecules or ions with the total composition C44H121N11O11 at a distorted geometry, with properties calculated with wB97M-V/def2-TZVPD.

Summary:
orbital gap	0.351	hartree
SMILES string	COC[C@H](C)N.COC[C@H](C)N.COC[C@H](C)N.COC[C@H](C)N.COC[C@H](C)N.COC[C@H](C)N.COC[C@H](C)N.COC[C@H](C)N.COC[C@H](C)N.COC[C@H](C)N.COC[C@H](C)N
HOMO level	-9.060	eV

Geometry (Å):
O: 4.0956 2.3839 -8.2649
O: -4.6048 11.4561 -3.3632
O: -2.3981 7.9974 5.8969
O: -11.7621 1.9203 -5.9859
O: 7.6518 -9.8215 -0.6634
O: 9.7344 -2.1157 -4.0741
O: -11.9391 -0.0132 2.0797
O: 9.3525 -0.1186 6.9067
O: -1.0399 -4.1644 7.1831
O: -3.6592 -6.6119 -3.5214
O: -0.1181 -1.3824 -0.4827
N: 8.5220 -0.9534 9.6737
N: 12.6739 -0.0520 -3.4018
N: -5.3961 -4.0256 -5.7581
N: 4.2812 4.5269 -10.4288
N: -4.2000 7.8098 -2.6054
N: 1.7853 -1.8646 2.6848
N: -10.0487 -1.8723 3.3121
N: 0.1766 -7.1674 9.1348
N: 7.7727 -9.6248 3.0630
N: -8.2745 2.7426 -5.6000
N: -1.9788 5.9627 7.8339
C: 4.7820 4.6337 -9.0626
C: -4.9701 10.0331 -3.3286
C: -1.9367 9.0976 5.0501
C: -12.1181 0.8016 0.9184
C: 1.6245 -1.9019 1.2358
C: -9.9637 4.4315 -5.7288
C: -9.7009 -0.4990 2.8628
C: 3.9189 3.8305 -8.0633
C: -0.9032 -0.3708 -0.9303
C: -6.0740 -6.2088 -5.1794
C: -2.2460 -3.9152 6.4975
C: -3.7580 -5.4442 -4.4025
C: -1.1962 6.1037 6.6431
C: 0.1160 -1.5589 0.8715
C: 1.4817 -5.2771 8.4519
C: 8.2416 -7.8322 1.5477
C: 7.4747 -9.1299 1.7211
C: -0.6095 4.6758 6.2754
C: -9.6786 2.9104 -5.5524
C: -2.4782 9.3819 -3.4618
C: 9.4816 0.1382 9.3772
C: -5.2150 -5.0424 -4.6670
C: -0.9194 -5.5749 7.5687
C: -5.6715 12.3440 -3.6001
C: -4.1788 -6.4953 -2.2125
C: -12.8858 2.0106 -6.8250
C: 8.8643 0.3494 5.6461
C: -9.1341 -0.6871 1.4250
C: -10.9340 0.4470 2.9883
C: 9.1028 0.7570 8.0203
C: 6.2725 -9.9582 -1.0859
C: -3.7930 9.1987 -2.7923
C: 4.6891 6.0146 -8.4871
C: 11.6445 -1.5407 -1.9637
C: 2.9564 1.6727 -7.9646
C: -10.5270 2.0252 -6.4793
C: 0.0674 -5.8029 8.7443
C: -2.0578 6.6652 5.4823
C: 2.0450 -3.2299 0.8079
C: 11.8516 -1.2725 -3.4402
C: 10.4688 -0.9585 -4.0779
C: 8.3480 -1.9314 -4.3567
C: 10.8680 -0.3723 9.2185
C: 7.8550 -10.1474 0.6597
H: 8.0796 -0.3534 5.3662
H: 3.2736 0.6578 -7.7246
H: 7.8564 -6.8795 1.9110
H: 7.5368 -11.1460 0.9590
H: 4.2770 3.9844 -7.0454
H: 8.9307 -10.3050 0.7379
H: -1.5956 6.6025 4.4972
H: 2.2831 -5.5343 9.1446
H: -10.3249 0.9542 -6.4943
H: -2.3274 -2.8476 6.2935
H: 12.6409 -1.6132 -1.5278
H: 1.6531 -3.3119 -0.2059
H: -10.5999 1.4687 2.8074
H: 3.6381 6.2073 -8.2718
H: 11.6672 0.3117 8.9329
H: -11.3322 0.4443 4.0030
H: 2.0872 -2.8084 2.8804
H: -10.0596 2.7489 -4.5440
H: 6.1763 -11.0139 -1.3394
H: -5.4421 13.3835 -3.3658
H: -1.8201 8.5787 -3.1299
H: 13.4842 -0.2222 -2.8234
H: -5.6540 -4.6275 -3.7597
H: -1.2637 5.8069 8.5300
H: -1.0175 -0.3446 -2.0140
H: 9.7050 1.6535 7.8725
H: 12.9539 0.0824 -4.3629
H: -2.5184 -4.2918 5.5116
H: -8.1898 1.7480 -5.4462
H: 10.8706 -1.1939 8.5022
H: 1.7231 -4.1291 1.3332
H: 2.3974 -1.2548 0.8210
H: -2.2608 6.9316 7.8746
H: 1.1326 -7.2606 9.4468
H: 9.3431 0.8722 10.1710
H: -8.8417 -0.1755 3.4503
H: -0.8747 9.1385 4.8080
H: -2.5368 9.2099 -4.5365
H: 2.4868 2.0708 -7.0651
H: 12.3448 -2.0702 -3.9957
H: 8.3609 -7.4963 0.5177
H: 11.0444 -2.4374 -1.8088
H: -5.9412 12.1098 -4.6299
H: -5.2776 9.6331 -4.2947
H: 6.2483 -9.4171 -2.0318
H: 5.8111 4.3111 -9.2208
H: 1.4747 -4.1874 8.4292
H: 6.4369 -8.8001 1.7667
H: -9.2476 5.0872 -5.2336
H: -6.3643 -3.9225 -6.0264
H: -12.6379 1.5093 -7.7606
H: 11.2035 -0.6781 -1.4643
H: -10.5456 2.3879 -7.5071
H: -5.7870 9.8494 -2.6306
H: -0.5089 6.9317 6.8169
H: 9.5124 0.2323 4.7775
H: -11.0182 4.6151 -5.5225
H: 4.3909 3.5728 -10.7416
H: -1.9132 -5.9529 7.8085
H: -0.4620 -7.2634 9.9114
H: 8.0480 0.9970 7.8867
H: -13.6874 1.4341 -6.3632
H: 0.0280 4.3228 7.0860
H: -5.0293 -4.4276 -6.6089
H: 5.4867 -9.5294 -0.4641
H: -2.8894 5.9858 5.2954
H: 5.1029 6.1517 -7.4881
H: 1.7758 -5.6174 7.4590
H: 2.3598 1.6333 -8.8760
H: 0.8992 -1.7893 3.1636
H: -8.1141 2.8070 -6.5951
H: -0.7128 -6.0826 6.6265
H: 11.0398 -0.8231 10.1960
H: 3.2776 4.5576 -10.5388
H: -7.0377 -5.8832 -5.5708
H: 5.0821 6.7656 -9.1724
H: -4.4482 7.5153 -3.5390
H: -10.9381 -2.0612 2.8723
H: 8.5861 1.4026 5.6065
H: -1.8258 -0.6937 -0.4480
H: -3.1959 -4.5970 -4.0097
H: 9.2758 -7.8293 1.8921
H: -0.1058 -0.6582 1.4439
H: -0.6216 -2.1926 1.3639
H: -3.3377 -5.8265 -5.3327
H: 7.7261 -8.9260 3.7908
H: -8.2364 -1.2711 1.2216
H: 10.0268 -0.0801 -3.6076
H: 8.7149 -9.9601 3.2045
H: 8.1950 -1.8566 -5.4333
H: 7.5975 -0.6646 9.3872
H: -6.2821 -6.9188 -4.3790
H: -10.3243 -1.8193 4.2824
H: -4.8945 7.7088 -1.8791
H: -2.4042 8.9068 4.0842
H: -5.0857 -5.9309 -1.9953
H: -12.7998 1.6309 1.1073
H: -2.4997 9.9754 5.3673
H: -0.2884 -5.1174 9.5135
H: -5.4774 -6.7191 -5.9355
H: -1.5144 4.0950 6.0968
H: -9.7804 -0.9730 0.5952
H: -11.0938 0.9860 0.5946
H: 8.5838 -1.7988 9.1246
H: 7.9061 -1.0458 -3.8999
H: 7.8925 -2.7539 -3.8052
H: -4.1064 -7.4348 -1.6646
H: 10.4248 -0.7407 -5.1450
H: -8.9027 0.3008 1.0268
H: -3.5715 9.5631 -1.7892
H: -2.0881 10.3604 -3.1819
H: -13.2176 2.9709 -7.2199
H: -6.4815 11.9656 -2.9766
H: -3.4362 -5.9526 -1.6276
H: 3.1242 -3.3142 0.6801
H: 2.8699 4.1216 -8.0103
H: -3.1470 -4.1102 7.0791
H: -12.5652 0.2202 0.1120
H: 0.0024 4.5983 5.3767
H: -0.6058 0.6229 -0.5952
H: -9.7723 4.8599 -6.7126

Cartesian forces, eV/Å:
0.84 2.21 -0.35
1.03 -1.51 0.61
0.30 0.45 -0.65
-4.54 1.49 2.16
-1.58 0.72 -0.18
-1.64 -1.09 1.39
-0.48 0.24 0.44
0.88 0.05 -0.09
-0.26 -1.20 0.16
-0.96 0.57 -0.86
3.24 -2.20 -0.84
-0.24 -0.10 0.54
-0.57 -0.15 -1.22
1.48 0.49 0.42
-0.41 -0.17 -0.80
1.07 0.55 -0.83
0.04 -0.03 0.64
-0.18 0.59 0.27
-0.59 -0.40 0.21
-0.22 -1.26 0.76
0.51 -1.21 -0.59
-0.32 0.20 -0.21
-1.36 -0.65 0.34
0.98 1.21 0.47
-2.04 -1.81 -0.82
0.67 -1.01 0.26
-1.44 0.41 0.99
-0.22 -0.13 -0.97
0.08 -1.79 -0.79
1.94 -2.15 0.35
-1.97 0.46 0.90
0.60 -0.77 1.32
-1.07 1.52 0.20
-0.80 -0.97 0.50
0.99 -1.32 -2.84
1.14 1.39 1.02
-0.28 0.75 -1.17
1.10 1.73 -1.63
0.65 1.94 1.23
-0.32 1.67 0.03
-1.71 2.26 0.55
0.40 -0.75 -0.78
-1.89 -0.40 -2.57
-1.83 0.11 -1.40
-0.21 0.66 -0.88
-0.55 -2.01 -0.20
1.82 0.87 1.14
0.45 -1.16 -1.07
-0.31 -0.79 -0.02
-0.29 1.79 -1.12
1.00 -0.47 -0.90
-0.16 0.54 -1.09
1.49 -0.03 -1.23
-0.68 0.72 1.85
-0.29 1.10 -0.14
0.08 -0.79 -0.05
0.09 -0.93 0.03
1.59 -0.36 -0.91
0.72 2.33 -1.08
0.58 -0.25 0.65
0.43 -1.87 -2.75
-0.93 1.60 0.54
1.26 0.41 -1.17
0.66 -0.29 0.81
0.51 -1.43 1.21
1.20 -0.82 1.21
-0.77 0.53 0.10
-0.11 -0.16 -0.03
-0.76 -0.42 0.93
-0.97 -0.19 -0.19
0.20 0.30 0.20
0.42 0.44 0.11
0.82 0.57 0.10
-0.37 -0.39 0.34
2.05 -0.13 -0.30
0.48 0.28 0.34
-0.03 -0.55 0.29
0.11 -0.49 -0.35
-0.25 0.26 -0.39
-0.27 0.38 -0.49
-0.36 0.29 0.22
-0.03 -0.30 0.04
0.18 0.12 0.81
0.18 -0.53 0.16
-0.76 -0.08 0.34
0.28 -0.27 -0.23
0.19 0.21 0.36
0.22 0.05 -0.19
0.03 0.12 0.02
-0.32 0.08 0.73
0.25 -0.40 0.08
-0.01 0.39 0.00
0.60 0.57 0.00
1.13 -1.12 -0.27
0.87 -0.45 0.28
-0.02 0.10 -0.10
-0.42 0.31 0.41
-0.82 0.83 -0.44
-0.73 0.26 1.25
-0.20 -0.61 0.38
0.26 0.17 -0.13
-0.23 0.32 0.30
0.17 0.26 0.93
0.00 0.52 -0.28
-0.60 0.02 -0.15
-0.15 -0.35 0.20
-0.11 -0.60 -0.63
0.17 0.03 0.31
-0.51 1.03 -0.33
-0.02 0.30 -0.47
-0.16 0.02 -0.03
0.06 -0.29 1.00
-0.06 0.03 -0.20
-0.38 -0.70 -0.48
-0.36 -0.45 1.20
-0.32 0.02 0.68
-0.05 -0.55 -0.26
-0.31 0.00 -0.27
0.34 0.25 -0.28
-0.33 0.35 0.06
1.02 -0.36 -0.30
1.10 -0.12 0.56
0.16 0.40 0.33
0.83 -0.31 0.00
-0.18 0.06 0.58
0.19 -0.78 0.21
-0.26 0.42 0.76
-0.07 0.40 0.05
-0.41 -0.31 0.15
0.57 -0.08 -0.18
0.31 -0.27 0.50
-0.89 0.43 0.63
0.66 -0.34 -0.19
0.24 -0.04 -0.07
-0.85 0.01 0.34
-0.22 0.27 0.09
0.92 0.26 -0.42
0.79 -0.49 0.15
0.87 -0.09 0.02
-0.48 0.89 0.57
0.18 0.10 -0.05
-0.08 0.08 0.13
-0.72 -0.90 0.33
-0.19 -0.36 -0.48
-0.40 -0.06 0.46
-1.23 1.28 -0.50
0.17 -0.01 0.02
0.07 -0.61 0.30
0.24 0.86 -0.20
0.18 -1.18 -0.30
0.26 0.25 0.00
-0.60 0.42 -0.28
0.02 -0.19 1.06
-0.26 -0.13 0.65
0.28 -0.29 -0.70
-0.30 -0.43 -0.06
-0.26 0.55 0.38
0.02 -0.29 -0.05
0.20 -0.06 0.50
-0.32 -0.15 -0.52
0.03 -0.04 -0.46
-0.50 -0.45 -0.76
0.51 0.42 0.07
0.92 0.19 0.54
-0.40 -0.22 0.49
-0.29 -0.16 -0.23
0.25 -0.49 0.40
-0.91 -0.67 0.65
-0.29 1.10 -0.38
1.07 -0.06 -0.25
0.38 0.42 0.11
-0.44 -0.26 -0.87
-0.71 -0.45 -0.73
1.25 0.96 -0.46
0.51 0.49 0.23
-0.42 0.20 0.31
0.15 -0.10 -0.50
0.14 0.67 0.91
-0.54 0.59 0.15
0.29 0.64 0.15
0.13 0.08 0.27
-0.16 0.01 -0.79
0.08 -0.37 0.59
-0.14 -0.36 0.26
-0.04 0.48 -0.13
0.14 0.15 0.19
-0.27 -0.75 -0.85

Atomic partial charges in e from the Mulliken method, atoms 1 to 99:
1. O -0.334
2. O -0.313
3. O -0.364
4. O -0.313
5. O -0.333
6. O -0.304
7. O -0.396
8. O -0.341
9. O -0.309
10. O -0.336
11. O -0.321
12. N -0.725
13. N -0.712
14. N -0.778
15. N -0.738
16. N -0.651
17. N -0.698
18. N -0.776
19. N -0.675
20. N -0.740
21. N -0.750
22. N -0.749
23. C 0.582
24. C -0.607
25. C -0.809
26. C -0.620
27. C 0.665
28. C -1.490
29. C 0.535
30. C -0.859
31. C -0.718
32. C -1.322
33. C -0.859
34. C -0.549
35. C 0.351
36. C -0.831
37. C -1.455
38. C -1.405
39. C 0.707
40. C -1.267
41. C 0.354
42. C -1.444
43. C 0.410
44. C 0.408
45. C -0.705
46. C -0.668
47. C -0.744
48. C -0.786
49. C -0.814
50. C -1.490
51. C -0.814
52. C -0.749
53. C -0.674
54. C 0.398
55. C -1.459
56. C -1.373
57. C -0.686
58. C -0.655
59. C 0.500
60. C -0.840
61. C -1.552
62. C 0.491
63. C -0.788
64. C -0.754
65. C -1.312
66. C -0.828
67. H 0.266
68. H 0.229
69. H 0.376
70. H 0.407
71. H 0.326
72. H 0.369
73. H 0.429
74. H 0.450
75. H 0.278
76. H 0.301
77. H 0.376
78. H 0.334
79. H 0.375
80. H 0.305
81. H 0.337
82. H 0.409
83. H 0.259
84. H 0.294
85. H 0.291
86. H 0.223
87. H 0.407
88. H 0.233
89. H 0.234
90. H 0.266
91. H 0.226
92. H 0.339
93. H 0.241
94. H 0.332
95. H 0.316
96. H 0.310
97. H 0.402
98. H 0.181
99. H 0.321